13
Properties=species:S:1:pos:R:3 method="wB97M-V/def2-TZVPD" e_lumo_ev=-24.83 e_homo_ha=-1.271 orbital_gap_ev=9.76 total_charge=+7 e_above_lowest_kj_mol=1266.8
Na -1.739 1.832 -0.940
Na 0.919 -0.756 -3.403
Na -3.821 -0.644 -1.347
Na -1.444 0.268 2.701
Na 0.255 2.648 1.916
Na -1.840 -2.420 1.556
Na 2.834 -1.878 -0.793
Na 2.329 1.658 -1.393
Na 2.354 0.266 2.135
C 0.019 -0.325 -0.047
O 0.696 0.738 0.376
O -1.298 -0.322 0.059
O 0.737 -1.065 -0.819



7
Properties=species:S:1:pos:R:3 method="wB97M-V/def2-TZVPD" e_lumo_ev=-1.37 e_homo_ha=-0.393 orbital_gap_ev=9.32 e_above_lowest_kj_mol=172.6
C 1.406 -0.662 -0.024
O -2.100 -0.167 0.066
O -0.199 0.754 1.249
O -0.332 0.679 -1.269
S 2.288 0.537 0.044
S 0.309 -1.770 -0.037
S -0.758 0.279 0.007



5
Properties=species:S:1:pos:R:3 method="wB97M-V/def2-TZVPD" e_lumo_ev="-5.57 / -5.61" s_squared=0.760 multiplicity=2 e_homo_ha="-0.523 / -0.509" orbital_gap_ev="8.67 / 8.23" total_charge=+1
O 0.092 0.101 -1.081
C 0.120 0.488 -2.182
O 0.132 0.839 -3.272
O -0.177 -0.425 3.273
Yb -0.018 -0.474 1.277



6
Properties=species:S:1:pos:R:3 method="wB97M-V/def2-TZVPD" e_lumo_ev=4.02 e_homo_ha=-0.176 orbital_gap_ev=8.81 total_charge=-1 e_above_lowest_kj_mol=21.5
C 1.450 -0.099 -0.045
O -2.856 0.147 0.273
O 2.011 0.898 -0.266
O 1.382 -1.254 0.102
O -0.416 0.504 0.326
P -1.570 -0.196 -0.390



6
Properties=species:S:1:pos:R:3 method="wB97M-V/def2-TZVPD" e_lumo_ev="0.37 / -4.46" s_squared=2.014 multiplicity=3 e_homo_ha="-0.317 / -0.440" orbital_gap_ev="9.00 / 7.52" e_above_lowest_kj_mol=0.0
C -2.024 -0.330 -0.077
O -3.044 0.111 -0.387
O 1.506 1.350 0.525
O -1.054 -0.739 0.376
O 2.834 -0.331 -0.725
S 1.782 -0.061 0.288



7
Properties=species:S:1:pos:R:3 method="wB97M-V/def2-TZVPD" e_lumo_ev=5.98 e_homo_ha=0.009 smiles="O=S(=O)([O-])C([O-])=S" orbital_gap_ev=5.74 total_charge=-2 e_above_lowest_kj_mol=200.0
O -0.221 1.456 -1.176
S 0.061 0.065 -0.807
O -0.887 -0.961 -1.388
O 1.517 -0.250 -1.061
C -0.070 -0.073 0.912
O -0.912 0.997 1.645
S 0.513 -1.235 1.875



30
Properties=species:S:1:pos:R:3 method="wB97M-V/def2-TZVPD" e_lumo_ev=6.31 e_homo_ha=0.007 orbital_gap_ev=6.13 total_charge=-3 e_above_lowest_kj_mol=61.6
Ca -0.219 0.157 -0.128
N -0.439 -1.027 -3.403
O -0.234 -2.243 -3.170
O -0.827 -0.637 -4.514
O -0.206 -0.198 -2.448
N 2.861 1.460 -1.526
O 1.667 1.790 -1.172
O 3.081 1.334 -2.753
O 3.739 1.290 -0.673
N -3.354 -1.528 -0.488
O -4.078 -1.327 -1.483
O -2.160 -1.115 -0.466
O -3.808 -2.138 0.508
N 1.872 1.389 2.661
O 1.144 1.006 1.706
O 1.636 1.016 3.827
O 2.840 2.177 2.466
N -0.174 -2.366 2.774
O -0.466 -1.650 1.765
O -0.596 -3.561 2.817
O 0.513 -1.890 3.693
O -1.805 1.186 1.416
H -1.599 1.889 2.040
H -2.461 1.565 0.820
O -0.963 2.385 -0.839
H -1.437 2.528 -1.666
H -0.730 3.262 -0.523
O 1.729 -1.398 -0.370
H 2.154 -1.985 0.261
H 2.319 -1.370 -1.131



3
Properties=species:S:1:pos:R:3 method="wB97M-V/def2-TZVPD" e_lumo_ev=-1.51 e_homo_ha=-0.332 orbital_gap_ev=7.53 e_above_lowest_kj_mol=0.0
Ca 0.044 -0.928 0.033
I 1.903 0.489 1.474
I -1.947 0.439 -1.507



4
Properties=species:S:1:pos:R:3 method="wB97M-V/def2-TZVPD" e_lumo_ev=2.91 e_homo_ha=-0.169 orbital_gap_ev=7.50 total_charge=-1 e_above_lowest_kj_mol=814.8
Ca 0.056 -0.067 0.265
I -1.711 0.985 -0.556
I 1.712 1.395 -0.091
I -0.057 -2.313 0.382



28
Properties=species:S:1:pos:R:3 method="wB97M-V/def2-TZVPD" e_lumo_ev=1.92 e_homo_ha=-0.035 orbital_gap_ev=2.87 total_charge=-2
Cd 2.003 2.191 -0.427
Cd -1.943 -1.009 -0.312
Cl 4.266 0.615 -2.592
Cl -2.891 0.572 1.711
O -3.268 0.664 0.278
O -2.823 1.921 2.260
O -3.810 -0.243 2.428
O -1.519 -0.134 1.736
Cl -0.681 2.087 -1.660
O -0.868 2.783 -2.812
O -0.934 2.853 -0.445
O -1.290 0.732 -1.661
O 0.706 1.792 -1.745
Cl 2.708 4.110 1.776
O 3.861 4.971 1.590
O 3.021 2.710 1.190
O 2.328 3.691 3.113
O 1.507 4.679 1.188
Cl 1.977 -4.630 0.990
O 2.576 -3.762 1.861
O 0.613 -4.969 1.216
O 2.520 -0.007 0.122
O 2.549 -5.095 -0.212
Cl -2.129 -3.368 -1.911
O -2.819 -2.047 -2.062
O -0.752 -2.905 -1.707
O -2.681 -4.093 -0.777
O -2.228 -4.108 -3.137



10
Properties=species:S:1:pos:R:3 method="wB97M-V/def2-TZVPD" e_lumo_ev=-12.79 e_homo_ha=-0.556 orbital_gap_ev=2.33 total_charge=+2 e_above_lowest_kj_mol=0.0
Cd 13.714 22.067 -12.558
Cd 15.312 20.994 -17.505
N 17.928 22.113 -11.199
O 17.094 21.277 -11.438
O 19.110 21.874 -11.354
O 17.618 23.208 -10.754
N 16.293 22.292 -14.567
O 16.364 21.754 -15.757
O 15.138 22.573 -14.068
O 17.253 22.508 -13.930



16
Properties=species:S:1:pos:R:3 method="wB97M-V/def2-TZVPD" e_lumo_ev=-19.09 e_homo_ha=-0.774 orbital_gap_ev=1.98 total_charge=+5 e_above_lowest_kj_mol=631.1
Cd -0.314 2.998 1.745
Cd 7.382 1.211 0.974
Cd 3.355 1.192 -6.182
Cd -0.669 -2.513 -3.419
N -4.089 0.275 -1.488
O -2.945 0.031 -1.801
O -4.274 -0.092 -0.365
O -4.893 0.861 -2.269
N -1.321 -1.243 4.354
O -0.729 -0.278 3.937
O -0.742 -2.380 4.397
O -2.503 -1.285 4.392
N 3.000 0.177 -1.034
O 4.149 0.348 -0.827
O 2.335 -0.230 -2.062
O 2.256 0.928 -0.351



33
Properties=species:S:1:pos:R:3 method="wB97M-V/def2-TZVPD" e_lumo_ev=4.56 e_homo_ha=-0.214 orbital_gap_ev=10.39 total_charge=-2 e_above_lowest_kj_mol=0.0
Cd 4.098 7.064 1.138
N 2.144 6.387 1.012
S 1.260 5.191 1.636
O 0.962 4.110 0.766
O 0.430 5.546 2.738
F 2.448 4.531 2.538
S 0.851 7.155 0.219
O -0.049 7.833 1.073
O 0.348 6.453 -0.905
F 1.711 8.319 -0.357
N 5.962 6.243 1.340
S 6.401 4.733 1.881
O 6.699 4.610 3.260
O 7.119 3.922 0.963
F 4.929 4.158 1.755
S 7.463 6.808 1.150
O 8.112 6.454 -0.053
O 8.222 6.999 2.342
F 7.008 8.315 0.853
P 4.643 7.823 -2.170
F 5.210 9.161 -2.839
F 3.150 8.240 -2.586
F 4.753 6.919 -3.483
F 4.029 6.570 -1.276
F 6.119 7.376 -1.753
F 4.451 8.641 -0.728
P 3.563 9.393 3.181
F 1.966 9.259 3.105
F 3.443 9.341 4.777
F 3.771 7.743 3.170
F 5.142 9.608 3.275
F 3.578 9.242 1.526
F 3.418 10.989 3.044



14
Properties=species:S:1:pos:R:3 method="wB97M-V/def2-TZVPD" e_lumo_ev=-4.08 e_homo_ha=-0.420 orbital_gap_ev=7.34 total_charge=+1 e_above_lowest_kj_mol=0.0
Cd 0.062 0.039 -0.014
I 1.523 2.097 -0.971
O -1.596 1.157 0.602
H -2.516 1.037 0.839
H -1.476 2.106 0.580
O -0.827 -0.407 -1.827
H -1.116 -1.311 -1.949
H -1.409 0.108 -2.386
O 0.585 0.083 1.920
H 1.483 -0.148 2.159
H 0.134 0.187 2.758
O 1.517 -1.324 -0.490
H 1.336 -1.972 -1.171
H 2.301 -1.652 -0.050



7
Properties=species:S:1:pos:R:3 method="wB97M-V/def2-TZVPD" e_lumo_ev=-7.31 e_homo_ha=-0.583 orbital_gap_ev=8.54 total_charge=+1 e_above_lowest_kj_mol=137.8
F -1.063 0.048 -1.560
P 1.618 -0.195 -0.360
P -0.667 -0.360 -0.056
Cl -1.532 -1.999 0.503
Cl -1.712 1.555 1.054
H 2.072 -0.297 0.930
H 1.283 1.247 -0.511



9
Properties=species:S:1:pos:R:3 method="wB97M-V/def2-TZVPD" e_lumo_ev="-4.86 / -1.79" e_homo_ha="-0.341 / -0.324" orbital_gap_ev="4.41 / 7.04" e_above_lowest_kj_mol=504.3
N 0.112 -1.019 -0.021
O 0.223 0.896 1.691
O 1.051 1.262 -0.808
P 0.194 0.574 0.150
S -2.530 0.942 -0.205
Cl -0.148 2.598 1.948
Cl 1.277 -2.349 -2.214
H 0.308 -1.219 -1.070
H -0.485 -1.686 0.530



9
Properties=species:S:1:pos:R:3 method="wB97M-V/def2-TZVPD" e_lumo_ev="-0.47 / -1.74" e_homo_ha="-0.317 / -0.302" orbital_gap_ev="8.17 / 6.48" e_above_lowest_kj_mol=260.0
N 0.249 -1.785 -0.373
N 0.935 -0.998 0.307
O -1.806 1.383 1.342
P -0.486 1.346 0.642
Cl -0.700 1.535 -1.425
Cl 0.439 3.004 1.056
H -0.177 -2.493 0.205
H 0.136 -1.571 -1.381
H 1.410 -0.420 -0.373



7
Properties=species:S:1:pos:R:3 method="wB97M-V/def2-TZVPD" e_lumo_ev=0.00 e_homo_ha=-0.379 smiles=P[SiH](Cl)Cl orbital_gap_ev=10.31 e_above_lowest_kj_mol=120.8
P 1.323 -0.352 0.040
Si 0.079 1.225 -1.025
Cl 0.234 0.229 -3.315
Cl 0.934 3.066 -1.200
H 0.188 -1.058 0.406
H 1.328 0.499 1.209
H -1.300 0.882 -0.846



6
Properties=species:S:1:pos:R:3 method="wB97M-V/def2-TZVPD" e_lumo_ev="-0.46 / -3.79" s_squared=2.010 multiplicity=3 e_homo_ha="-0.341 / -0.390" orbital_gap_ev="8.83 / 6.83" e_above_lowest_kj_mol=194.3
N -2.113 -0.022 -0.869
O 0.106 1.950 -0.014
S -1.168 1.613 -0.626
Cl -2.212 -2.137 -0.508
Cl -2.510 2.276 0.731
H -2.913 0.281 -0.238



5
Properties=species:S:1:pos:R:3 method="wB97M-V/def2-TZVPD" e_lumo_ev=-1.56 e_homo_ha=-0.393 orbital_gap_ev=9.13 e_above_lowest_kj_mol=19.4
N 1.430 2.842 1.601
S 2.661 2.116 1.544
Cl -1.790 -0.299 -0.153
Cl 2.834 0.591 3.059
H -0.623 -0.361 -0.670